Formula: C32H64O64S16
Source: OMol25
Level of theory: wB97M-V/def2-TZVPD

```
! wB97M-V def2-TZVPD RIJCOSX def2/J DEFGRID3
* xyz 0 1
O 16.743 18.510 25.077
H 9.463 4.669 29.329
H 16.631 7.239 30.322
C 15.533 3.137 22.424
H 14.385 7.670 30.140
O 17.190 16.249 24.348
C 14.971 8.560 30.483
H 11.456 3.755 28.553
O 9.851 6.553 28.795
H 8.050 6.618 21.142
O 5.069 3.472 20.436
O 12.102 13.011 19.282
H 14.906 14.534 27.123
H 17.107 16.981 22.382
O 16.308 10.566 27.754
O 8.743 12.078 29.581
O 12.111 2.998 22.690
H 14.741 16.408 22.202
O 10.985 14.598 28.345
O 10.605 11.728 24.685
O 17.941 13.431 19.913
S 12.177 14.129 29.011
H 20.099 6.938 26.454
O 16.399 5.352 26.019
H 19.081 6.024 25.380
S 9.313 5.605 24.673
H 7.569 12.600 21.575
H 8.494 11.097 19.684
O 9.399 9.830 29.570
S 10.311 12.463 23.331
C 14.565 14.437 28.141
H 12.033 14.560 25.114
H 8.630 11.655 31.588
H 15.331 2.067 22.289
S 16.209 17.239 25.150
O 7.685 10.494 27.968
O 12.848 5.364 23.025
O 5.823 9.205 22.330
O 8.873 5.575 23.363
O 12.027 7.822 28.400
C 11.340 4.831 28.396
O 12.826 8.814 23.830
S 13.847 10.022 23.926
H 11.849 7.720 25.168
H 18.519 8.342 24.746
O 14.946 17.133 24.127
S 16.557 13.202 19.702
S 11.726 11.907 18.446
H 12.483 9.417 26.846
H 10.072 8.843 20.284
H 15.716 4.611 23.957
H 17.524 8.512 21.684
H 15.738 11.202 21.886
C 14.084 15.753 28.746
C 8.417 4.639 20.164
C 17.061 7.522 21.924
S 11.281 7.074 29.361
H 14.564 8.990 31.419
H 9.060 4.394 21.009
C 13.823 11.190 17.391
O 11.457 6.454 19.861
C 9.477 11.777 30.863
H 9.071 4.812 19.286
C 15.238 16.068 23.106
H 13.095 13.171 24.740
C 12.049 13.512 24.815
C 18.245 8.007 25.779
O 11.437 13.612 23.471
C 7.633 5.906 20.447
H 11.765 5.118 27.451
O 13.884 7.123 19.749
S 12.566 7.420 19.342
O 10.692 11.586 22.241
O 17.106 9.101 29.530
O 17.693 5.374 21.055
O 14.401 3.803 21.832
H 9.093 7.879 26.731
C 15.217 11.526 21.016
H 9.334 4.983 27.544
H 8.815 8.832 25.180
C 13.259 9.042 26.202
H 17.558 7.073 19.815
O 8.118 8.396 22.650
S 13.185 3.931 22.888
H 14.487 11.953 17.788
C 9.889 5.181 28.499
H 12.672 10.898 15.480
O 13.276 13.687 28.028
O 12.876 10.813 18.365
O 12.320 7.636 17.948
C 8.828 7.846 25.657
H 7.474 6.459 19.490
H 9.875 9.746 31.519
C 7.507 7.027 25.617
H 15.997 6.303 20.487
H 14.844 15.070 23.432
C 14.635 12.895 21.168
C 10.087 10.391 30.696
O 18.257 6.242 27.254
H 10.107 6.270 21.433
O 8.117 5.702 25.674
C 15.481 3.578 23.809
O 18.019 6.902 22.863
H 13.707 16.466 27.978
H 14.877 16.164 29.325
C 11.162 12.709 25.650
O 6.822 3.335 22.238
O 15.997 13.569 18.416
O 16.856 7.648 25.891
O 14.772 9.555 29.454
C 12.883 8.048 25.113
H 11.578 11.932 26.348
C 12.968 11.633 16.196
C 17.025 6.620 20.696
O 15.071 9.611 23.254
H 5.999 11.588 21.586
H 15.223 13.731 28.708
O 19.210 4.699 22.919
O 7.727 10.810 22.378
O 7.486 9.488 20.517
O 9.821 7.069 25.047
H 10.099 12.654 30.998
H 14.522 10.714 20.707
H 16.135 7.694 22.523
O 13.260 11.220 23.536
O 15.944 16.535 26.360
O 12.113 8.656 20.185
H 6.980 7.135 26.578
H 10.964 9.165 21.788
H 6.718 10.963 19.271
O 15.919 6.748 27.995
H 16.109 2.973 24.456
O 6.388 5.404 21.043
H 13.425 12.484 15.626
O 13.947 10.089 25.483
O 15.649 13.884 20.890
O 12.077 13.111 30.056
S 7.204 9.324 22.071
O 19.915 6.482 21.324
C 10.905 8.485 20.906
O 11.130 7.647 30.657
O 11.972 5.568 29.441
H 10.337 13.211 26.121
H 14.436 10.367 17.142
H 13.595 7.184 25.043
S 8.922 10.938 28.578
O 9.956 11.247 27.648
C 10.942 6.919 21.148
H 6.909 7.197 24.704
S 16.711 6.453 26.856
C 7.505 10.881 20.020
H 16.863 8.500 31.594
H 11.724 6.679 21.874
C 7.118 11.655 21.342
H 14.012 8.585 26.723
C 16.809 16.121 22.999
O 10.514 11.138 18.706
H 17.287 15.210 22.556
O 10.155 4.601 25.171
S 16.146 10.324 29.135
O 16.269 11.691 20.115
C 16.497 8.310 30.537
H 13.791 13.087 20.505
C 19.024 6.736 26.194
H 14.257 13.000 22.165
H 18.350 8.915 26.447
H 11.137 10.334 30.467
H 16.443 3.445 21.832
O 7.450 3.643 19.916
O 12.981 15.320 29.642
O 9.066 13.112 23.282
S 18.858 5.796 22.068
O 14.052 3.399 24.127
S 6.350 3.788 20.975
O 16.276 11.382 30.108
O 11.877 12.355 16.904
*
```

LUMO level	0.001	Ha
orbital gap	10.47	eV
HOMO level	-10.451	eV
energy above the lowest of the compared OMol25 structures with the same formula, charge and spin	0.0	kcal per mole
E_tot	-12443.69253	hartree

***

Formula: C48H48N2O2P2PtS3
Source: OMol25
Level of theory: wB97M-V/def2-TZVPD

```
! wB97M-V def2-TZVPD RIJCOSX def2/J DEFGRID3
* xyz 2 3
C 4.053 0.468 -3.087
H -2.088 -4.927 2.854
C 3.687 -0.464 0.414
C -2.270 4.320 0.964
C 2.552 -1.748 -2.051
H 4.409 -2.026 -3.078
C 6.275 1.050 -4.661
C -0.747 -2.481 0.228
H 4.518 -1.939 5.408
C 1.557 -3.792 -1.176
C 1.925 -0.152 4.168
H 3.840 -3.453 3.573
C -1.733 -4.223 2.113
H -0.851 1.002 -2.617
C 3.016 0.441 -0.425
H -1.678 -3.725 -1.246
H -1.735 5.268 0.921
H -4.146 4.623 -1.542
H 2.664 -5.596 -1.497
C -5.877 -2.241 -1.756
C 5.331 0.469 -2.527
C -0.846 1.662 3.256
H 0.287 2.339 -2.874
H -0.789 -2.964 3.566
C -5.697 -1.682 -3.015
H -2.297 -1.373 3.698
H -1.465 3.468 4.225
C -1.562 3.229 -1.086
O -0.821 -1.471 -2.211
C -2.569 3.676 -3.303
C 3.431 2.190 1.223
H -0.952 1.979 -4.085
H -2.180 3.547 -4.307
C 3.601 -2.513 -2.549
N -1.687 2.933 -2.386
C 1.534 -1.008 3.139
H 2.497 2.514 -0.676
C 4.219 -0.045 1.617
C -1.647 2.408 4.108
C -0.738 2.009 -3.021
C 3.687 -1.675 4.767
H -2.538 4.739 -3.071
C 5.009 1.056 -5.226
C 2.904 1.774 0.000
C 6.436 0.761 -3.311
H -4.211 2.871 -1.259
H -3.708 -0.049 5.188
H 1.954 -2.863 2.119
H -6.308 -2.017 -3.842
H 0.766 -4.300 -0.645
C -3.937 3.834 -0.826
C -2.092 -0.320 3.811
H -4.561 4.009 0.044
H -6.623 -3.009 -1.603
H -4.592 1.582 0.498
H 4.883 1.288 -6.275
C -2.022 -4.426 0.768
H 7.424 0.764 -2.871
C 4.089 1.282 2.028
C 2.629 -4.527 -1.660
C -4.145 -0.830 -0.913
H -5.210 -2.268 0.288
S 0.005 2.999 -0.297
H -3.218 4.473 1.468
H 3.815 -1.496 0.108
O -2.069 0.597 -0.153
H -4.583 -0.294 -4.210
H 7.140 1.277 -5.270
H -3.731 1.316 2.060
H 3.290 0.173 5.783
H 5.467 0.247 -1.475
S -3.145 -0.300 0.459
H 4.466 -4.458 -2.763
C -1.509 -3.563 -0.188
C -2.676 1.793 4.809
H -0.060 2.155 2.693
C 3.901 0.774 -4.439
N -2.538 3.803 -0.385
C -1.049 0.287 3.112
P 2.528 0.087 -2.167
H -1.679 3.602 1.528
C 2.998 -0.488 4.978
C -4.730 -0.707 -3.221
H 3.345 3.230 1.514
H 2.910 0.790 -4.880
C -1.005 -3.113 2.516
S 0.035 -1.478 -1.020
H 1.389 0.771 4.353
C -4.273 0.850 1.236
C 3.307 -2.526 3.738
C 3.636 -3.889 -2.364
C 2.237 -2.194 2.922
C -3.943 -0.271 -2.166
C -2.902 0.433 4.650
P 0.155 -0.576 2.056
H -3.597 3.325 -3.298
C -5.089 -1.823 -0.694
H -3.156 0.459 -2.304
Pt 0.287 0.655 0.058
C -0.552 -2.187 1.575
H -3.300 2.373 5.476
H -2.618 -5.275 0.462
H 4.522 1.597 2.968
H -5.130 0.295 1.618
C 1.514 -2.420 -1.391
H 4.751 -0.749 2.244
*
```

LUMO level (alpha / beta)	-0.171 / -0.231	Ha
orbital gap (alpha / beta)	7.55 / 6.51	eV
HOMO level (alpha / beta)	-12.193 / -12.790	eV
energy above the lowest of the compared OMol25 structures with the same formula, charge and spin	0.0	kcal per mole
E_tot	-4113.96039	hartree

***

Formula: C23H18Br2N2O5
Source: OMol25
Level of theory: wB97M-V/def2-TZVPD

```
! wB97M-V def2-TZVPD RIJCOSX def2/J DEFGRID3
* xyz 0 1
Br 7.747 -0.086 -1.003
C -3.437 2.502 2.358
C 5.742 -2.810 1.222
H -2.933 4.579 2.254
H -3.239 -1.804 -2.687
C -2.978 1.225 0.382
H -0.655 0.507 -0.093
C 3.303 -2.196 0.694
H -2.365 1.442 -2.188
C -2.459 3.560 0.437
H 0.041 1.914 -2.583
C -2.941 3.634 1.732
N -0.103 0.724 -0.909
C 6.661 -1.262 -0.050
O 2.780 -3.022 1.415
H -3.854 0.411 2.152
C 4.767 -2.069 0.602
H -0.840 -1.609 -2.176
C -2.467 2.352 -0.250
C -0.374 1.976 -1.569
O 1.829 0.353 -2.023
C -3.459 1.297 1.678
C -1.069 -2.030 -0.083
C 1.021 0.026 -1.171
C -1.539 -1.833 -1.384
C -1.888 2.252 -1.634
H -2.033 3.188 -2.175
C 6.980 -2.285 0.797
O 0.930 2.789 0.252
H 3.187 -0.669 -0.670
C -3.776 -2.268 -0.666
H -3.017 0.287 -0.152
H 7.963 -2.607 1.070
O 0.324 4.271 -1.302
C -2.884 -1.950 -1.678
C -1.988 -2.378 0.911
C 0.324 3.148 -0.882
H 1.372 3.554 0.654
N 2.641 -1.296 -0.085
H -3.812 2.562 3.368
C 1.272 -1.166 -0.293
H 5.576 -3.625 1.894
H 0.690 -2.735 0.939
C -3.335 -2.487 0.630
H -1.636 -2.555 1.916
H -4.040 -2.748 1.405
H -2.078 4.447 -0.048
Br -5.636 -2.410 -1.063
O 5.338 -1.116 -0.181
C 0.349 -1.985 0.238
*
```

LUMO level	-0.005	Ha
orbital gap	8.25	eV
HOMO level	-8.380	eV
E_tot	-6521.05260	hartree

***

Formula: C5H10NS
Source: OMol25
Level of theory: wB97M-V/def2-TZVPD

```
! wB97M-V def2-TZVPD RIJCOSX def2/J DEFGRID3
* xyz 1 1
C 0.055 -0.803 -0.848
C 1.379 -0.039 -1.078
H -0.397 -0.525 3.562
H 1.047 1.035 -0.791
C -0.247 -0.576 0.523
H 2.289 -0.499 -0.530
H 0.176 2.581 2.481
H -1.194 0.867 -1.526
H 1.646 -0.235 -2.154
S 0.699 1.468 2.913
C -0.632 0.288 2.860
N -0.621 -0.206 1.591
H 0.251 -1.846 -1.220
H -2.175 -0.444 -1.328
H -1.638 0.532 3.086
C -1.137 -0.184 -1.643
H -0.893 -0.320 -2.713
*
```

LUMO level	-0.147	Ha
orbital gap	9.88	eV
HOMO level	-13.888	eV
energy above the lowest of the compared OMol25 structures with the same formula, charge and spin	64.4	kcal per mole
E_tot	-649.12280	hartree

***

Formula: C15H31FO10S3Si2
Source: OMol25
Level of theory: wB97M-V/def2-TZVPD

```
! wB97M-V def2-TZVPD RIJCOSX def2/J DEFGRID3
* xyz 0 1
H 1.363 3.601 -3.018
C 1.173 -1.646 -2.264
O 2.529 -4.231 4.202
H 0.746 -0.505 -4.019
H 2.204 -1.381 -2.498
H 1.842 -4.590 -0.258
H -3.272 6.176 0.108
O -0.155 -2.996 0.157
C -1.333 1.100 1.969
H -1.030 0.503 -1.784
H -3.092 4.460 0.409
C 0.897 2.920 -2.301
H -0.730 -1.211 -3.262
Si 0.620 -4.090 -0.901
C 0.598 -4.172 2.720
C -1.249 5.536 0.409
H 0.689 0.668 -1.446
C 0.928 -3.149 -2.504
H -0.884 4.018 -1.983
S -3.093 0.818 1.841
C -0.062 3.673 -1.360
H -0.357 -6.749 -0.684
O -3.440 -0.680 2.288
H 0.150 -1.054 3.338
S -0.700 -5.696 -1.454
H 0.552 1.660 -4.054
H -0.026 -4.935 2.259
H 1.363 5.252 -1.522
H -3.930 -1.107 1.564
S 2.666 -1.879 1.364
O -3.696 1.685 2.781
C 1.975 -4.690 3.064
H 1.730 -3.623 -3.072
H -0.431 3.020 -0.568
C 0.226 -0.717 -3.088
H 0.025 -3.313 -3.103
H 0.120 -3.844 3.650
C -0.044 0.555 -2.247
H 1.224 4.602 0.112
H -0.680 -0.342 0.444
O -0.277 5.951 -0.460
C 0.656 4.911 -0.771
H 1.023 -1.361 -1.225
H 0.569 0.361 1.415
C -2.654 5.306 -0.112
O -3.594 1.048 0.525
H 3.468 -4.115 3.977
C -0.374 -1.272 2.402
F 3.074 -1.491 2.862
Si 0.605 -2.658 1.579
H -2.626 5.115 -1.182
H -0.925 2.236 -3.266
H -1.025 1.391 2.969
H -1.144 1.969 1.337
O 3.565 -2.856 0.891
C 0.089 1.870 -3.092
O 2.710 -0.679 0.607
O 2.535 -5.435 2.348
O -1.005 5.363 1.540
H -1.346 -1.715 2.631
C -0.445 -0.046 1.468
H 1.706 2.458 -1.731
*
```

LUMO level	0.002	Ha
orbital gap	10.21	eV
HOMO level	-10.163	eV
E_tot	-3216.09387	hartree

***

Repeat the fourth record exactly.
Formula: C5H10NS
Source: OMol25
Level of theory: wB97M-V/def2-TZVPD

```
! wB97M-V def2-TZVPD RIJCOSX def2/J DEFGRID3
* xyz 1 1
C 0.055 -0.803 -0.848
C 1.379 -0.039 -1.078
H -0.397 -0.525 3.562
H 1.047 1.035 -0.791
C -0.247 -0.576 0.523
H 2.289 -0.499 -0.530
H 0.176 2.581 2.481
H -1.194 0.867 -1.526
H 1.646 -0.235 -2.154
S 0.699 1.468 2.913
C -0.632 0.288 2.860
N -0.621 -0.206 1.591
H 0.251 -1.846 -1.220
H -2.175 -0.444 -1.328
H -1.638 0.532 3.086
C -1.137 -0.184 -1.643
H -0.893 -0.320 -2.713
*
```

LUMO level	-0.147	Ha
orbital gap	9.88	eV
HOMO level	-13.888	eV
energy above the lowest of the compared OMol25 structures with the same formula, charge and spin	64.4	kcal per mole
E_tot	-649.12280	hartree